Here is one molecule with the formula C5H5NO2 at a distorted geometry from the Open Molecules 2025 dataset. Energies are from ωB97M-V with the def2-TZVPD basis set.

Calculated values
E: -10847.89477 eV
HOMO-LUMO gap: 10.2168 eV
lowest unoccupied orbital energy: 0.01461 Ha
structure (SMILES): CC(=O)c1ncco1
HOMO energy: -0.3609 hartree
ΔE to the lowest compared entry with this formula, charge and spin: 78.87 kcal per mole

Geometry as XYZ:
```
13
C5H5NO2, DFT ωB97M-V with the def2-TZVPD basis set
C -2.12 0.93 0.67
C -1.39 -0.19 -0.10
O -2.02 -1.00 -0.79
C 0.05 -0.16 0.03
N 0.88 -0.93 0.69
C 2.19 -0.48 0.42
C 2.08 0.57 -0.39
O 0.76 0.84 -0.67
H -3.12 0.50 0.70
H -1.90 1.82 0.35
H -1.75 1.08 1.82
H 2.87 -0.74 0.90
H 2.85 1.06 -0.81
```

Atom charges from the natural (NBO) analysis, given in e for atoms 1 to 2:
1. C -0.690
2. C 0.531


Here is one molecule with the formula C5H5NO2 at a distorted geometry from the Open Molecules 2025 dataset. Energies are from ωB97M-V with the def2-TZVPD basis set.

Calculated values
E: -10849.90514 eV
HOMO-LUMO gap: 9.9498 eV
lowest unoccupied orbital energy: 0.02391 Ha
structure (SMILES): O=CN1C=CCC1=O
HOMO energy: -0.3417 hartree
ΔE to the lowest compared entry with this formula, charge and spin: 32.51 kcal per mole

Geometry as XYZ:
```
13
C5H5NO2, DFT ωB97M-V with the def2-TZVPD basis set
O 2.36 -0.12 0.65
C 1.64 -0.63 -0.18
N 0.31 -0.35 -0.27
C -0.65 -1.38 -0.24
C -1.84 -0.95 0.09
C -1.77 0.59 0.39
C -0.31 0.91 -0.10
O 0.22 1.93 -0.38
H 2.14 -1.17 -1.04
H -0.25 -2.37 -0.56
H -2.72 -1.60 0.30
H -2.47 1.24 -0.24
H -1.92 0.74 1.50
```

Atom charges from the natural (NBO) analysis, given in e for atoms 1 to 2:
1. O -0.500
2. C 0.547


Here is a 2-piece molecular cluster, C5H5NO2 overall at a distorted geometry from the Open Molecules 2025 dataset. Energies are from ωB97M-V with the def2-TZVPD basis set.

Calculated values
E: -10848.22968 eV
HOMO-LUMO gap: 8.6042 eV
lowest unoccupied orbital energy: 0.02515 Ha
HOMO energy: -0.2911 hartree
ΔE to the lowest compared entry with this formula, charge and spin: 71.15 kcal per mole

Geometry as XYZ:
```
13
C5H5NO2, DFT ωB97M-V with the def2-TZVPD basis set
C 2.40 -0.13 0.02
C 1.66 0.46 1.01
C 1.60 -0.20 -1.06
C 0.48 0.79 0.47
C -3.43 1.32 -0.65
N -3.17 0.46 -1.36
O 0.38 0.28 -0.78
O -0.56 1.46 0.92
H 3.43 -0.32 0.00
H 2.00 0.51 2.01
H 1.63 -0.56 -2.02
H -2.93 -0.32 -2.03
H -1.43 1.25 0.36
```

Atom charges from the natural (NBO) analysis, given in e for atoms 1 to 2:
1. C -0.288
2. C -0.409


Here is one molecule with the formula C5H5NO2 at a distorted geometry from the Open Molecules 2025 dataset. Energies are from ωB97M-V with the def2-TZVPD basis set.

Calculated values
E: -10844.19294 eV
HOMO-LUMO gap: 8.8766 eV
lowest unoccupied orbital energy: 0.00446 Ha
structure (SMILES): C#CC(=C)N(O)C=O
HOMO energy: -0.3218 hartree
ΔE to the lowest compared entry with this formula, charge and spin: 164.24 kcal per mole

Geometry as XYZ:
```
13
C5H5NO2, DFT ωB97M-V with the def2-TZVPD basis set
C 2.70 -1.11 -0.15
C 1.78 -0.28 -0.02
C 0.35 0.32 -0.16
C 0.42 1.66 0.08
N -0.80 -0.32 -0.20
O -0.45 -1.66 0.03
C -2.08 0.09 -0.21
O -3.08 -0.67 0.00
H 3.53 -1.77 -0.07
H -0.35 2.47 -0.12
H 1.43 2.18 0.44
H -1.38 -2.18 0.52
H -2.09 1.26 -0.15
```

Atom charges from the natural (NBO) analysis, given in e for atoms 1 to 2:
1. C -0.188
2. C -0.035


Here is one molecule with the formula C5H5NO2 from the Open Molecules 2025 dataset. Energies are from ωB97M-V with the def2-TZVPD basis set.

Calculated values
E: -10851.12737 eV
HOMO-LUMO gap: 9.1717 eV
lowest unoccupied orbital energy: 0.02682 Ha
structure (SMILES): Oc1ccc(O)nc1
HOMO energy: -0.3102 hartree
ΔE to the lowest compared entry with this formula, charge and spin: 4.33 kcal per mole

Geometry as XYZ:
```
13
C5H5NO2, DFT ωB97M-V with the def2-TZVPD basis set
O 2.72 -0.17 -0.02
C 1.37 -0.03 0.01
C 0.71 1.20 0.00
C -0.67 1.23 0.01
C -1.36 0.01 -0.01
O -2.71 0.03 -0.01
N -0.75 -1.17 0.00
C 0.59 -1.18 0.01
H 3.13 0.71 0.03
H 1.29 2.12 0.01
H -1.23 2.16 0.02
H -2.99 -0.89 0.02
H 1.09 -2.15 0.02
```

Atom charges from the natural (NBO) analysis, given in e for atoms 1 to 2:
1. O -0.662
2. C 0.218


Here is one molecule with the formula C5H5NO2 at a distorted geometry from the Open Molecules 2025 dataset. Energies are from ωB97M-V with the def2-TZVPD basis set.

Calculated values
E: -10847.85358 eV
HOMO-LUMO gap (spin up / spin down): 8.2054 / 8.2053 eV
lowest unoccupied orbital energy (spin up / spin down): -0.01185 / -0.01183 Ha
HOMO energy (spin up / spin down): -0.3134 / -0.3134 hartree
ΔE to the lowest compared entry with this formula, charge and spin: 79.82 kcal per mole

Geometry as XYZ:
```
13
C5H5NO2, DFT ωB97M-V with the def2-TZVPD basis set
C -1.49 0.20 -1.67
C 0.75 0.82 1.16
C -0.64 -0.10 -0.49
C 0.19 -1.24 1.22
C 1.50 -0.65 1.20
O -0.16 1.03 0.18
N -0.42 -1.22 0.05
O 1.20 1.72 1.80
H -1.80 -0.74 -2.13
H -2.38 0.77 -1.37
H -0.94 0.80 -2.39
H 2.13 -0.73 0.30
H 2.06 -0.66 2.13
```

Atom charges from the natural (NBO) analysis, given in e for atoms 1 to 2:
1. C -0.668
2. C 0.800